Formula: C13H36AlBCl3LiN2NaO7P
Source: the Open Molecules 2025 dataset
Level of theory: the ωB97M-V functional and the def2-TZVPD basis

Computed properties:
Orbital gap = 2.271 eV

```
66
Properties=species:S:1:pos:R:3:forces:R:3:lowdin_charge:R:1
C 0.604554 0.358709 -2.314899 -0.0570 -1.1522 0.9827 -0.32
C 2.041118 0.039161 -1.592747 0.8585 -0.1509 -1.1900 -0.38
P 2.558168 1.387087 -0.283531 -0.9418 -0.0005 0.1482 1.06
C 1.154533 2.736286 -0.201305 -0.4669 0.3082 1.4105 -0.29
C 2.770532 0.501844 1.393344 1.3573 -1.9783 -1.3704 -0.43
O 3.717750 1.201320 2.283586 -3.3015 -1.4175 -1.4493 -0.09
B 2.963243 1.217142 3.585668 0.3477 -0.9461 -1.0097 -0.54
O 2.045750 0.023274 3.582295 -0.0849 -0.5054 -1.8855 -0.11
C 1.483464 -0.107300 2.196401 -0.6957 3.1763 3.8989 -0.29
C 0.095815 0.749971 2.339809 1.7358 -0.2949 -3.6380 -0.15
H -0.233100 0.762743 -1.601454 1.6143 -0.6126 -1.5172 0.08
H 0.844355 1.097667 -3.218873 -0.4129 -0.7735 1.7883 -0.11
H 0.211849 -0.633437 -2.823476 0.8352 1.8794 1.2802 0.05
H 2.869226 0.140157 -2.446942 -1.8117 -0.3384 1.9559 0.09
H 2.147997 -1.056239 -1.179602 -0.2684 1.9758 -0.6249 0.06
H 1.401736 3.350908 0.791599 -0.4161 -1.2039 -2.2561 0.08
H 1.164152 3.454090 -1.126934 0.0649 -1.6105 1.7955 0.05
H 0.085033 2.251806 -0.010239 2.2685 1.0126 -0.5575 0.05
H 3.340403 -0.494814 1.065258 -0.9414 1.8517 0.4498 0.13
H 3.782325 1.275943 4.436866 0.2271 -0.2663 0.8566 0.09
H 2.380407 2.261975 3.589689 -0.7871 0.7826 0.1328 0.10
H 1.182927 -1.251440 2.041055 1.0056 1.6024 0.0741 0.05
H -0.495435 0.383768 3.305347 0.4647 0.4910 -0.6629 -0.20
H 0.291554 1.926002 2.388828 -0.3337 -2.8101 0.1834 0.11
H -0.557343 0.489815 1.375761 0.8686 0.6921 1.9542 0.09
Li 0.406704 -2.636781 1.285870 -0.2825 0.1653 -1.0967 0.69
Na -0.531217 -3.739262 3.508724 -1.0691 -1.1063 0.8887 0.67
C 2.725621 -7.160997 3.505591 -0.9893 -2.3848 2.3011 -1.00
O 2.183178 -6.202376 2.978814 0.5245 2.4864 -2.6190 -0.19
N 2.036113 -8.199077 4.012129 -0.6129 -1.6151 -2.7078 0.06
N 4.061339 -7.265005 3.626709 1.5159 -0.5365 -1.2973 0.07
H 2.464858 -8.997165 4.449605 -0.0812 0.3228 0.0324 0.11
H 1.027608 -8.160512 3.941560 0.3791 0.0187 0.2038 0.12
H 4.617763 -6.504758 3.258213 0.6387 -2.1629 0.3675 -0.15
H 4.526254 -8.046478 4.057179 0.1035 0.2957 0.1313 0.13
C -3.166908 7.014793 -3.839764 0.1685 0.0944 -0.0845 -0.11
O -1.889971 7.046433 -3.210880 -0.3355 -0.3796 0.2184 -0.20
C -1.875354 6.319199 -1.977927 0.5561 0.0612 -0.3841 -0.19
C -1.213460 4.948773 -2.149698 -0.7983 -0.1052 0.0182 -0.21
O -2.000554 4.092954 -2.983773 0.3613 0.4273 0.1075 -0.20
C -1.482901 4.006785 -4.306969 0.0132 -0.1517 -0.0342 -0.13
H -3.056374 7.394350 -4.859568 0.0902 -0.0104 0.1858 0.09
H -3.572281 5.999876 -3.888756 0.0382 0.0490 0.0500 0.08
H -3.860918 7.664600 -3.298687 -0.1118 -0.0467 -0.0156 0.09
H -2.888114 6.219981 -1.569780 0.0906 -0.1085 -0.0984 0.13
H -1.284491 6.907781 -1.268389 -0.0136 -0.0323 0.0125 0.12
H -1.149302 4.465299 -1.168571 -0.0127 0.0651 0.0253 0.11
H -0.194899 5.049006 -2.542139 -0.0871 0.1119 -0.0729 0.12
H -0.579472 3.388855 -4.309664 -0.0916 0.1227 -0.1307 0.02
H -1.259489 4.991046 -4.722398 -0.0147 0.0855 0.0563 0.08
H -2.235256 3.526854 -4.938012 0.0823 -0.0237 0.1874 0.09
Cl -1.722438 0.697215 4.446204 -0.5283 -0.2855 0.6154 -0.02
Al 4.270808 -4.807228 2.932310 -1.7982 1.2205 0.4034 1.02
O -2.627063 -5.511992 1.644534 2.5886 0.7530 -0.1201 -0.46
H -3.523568 -5.705744 1.849381 -1.2660 0.1602 0.5261 -0.15
C -2.889629 -1.846718 -1.859493 0.0764 0.2174 0.0114 -0.09
C -2.944623 -3.117735 -1.037412 -0.5828 -0.0029 -0.4782 -0.34
O -4.281988 -3.379815 -0.638512 -0.0799 0.0021 -0.0820 -0.07
H -3.272470 -0.998530 -1.282663 0.0925 -0.1080 -0.0257 0.08
H -1.864416 -1.628000 -2.171190 -0.0621 0.0613 -0.1217 0.05
H -3.518282 -1.934890 -2.751579 0.1859 -0.0140 0.0156 0.08
H -2.332869 -3.017487 -0.136025 -0.2248 -0.1973 0.1752 0.07
H -2.575555 -3.972979 -1.611811 0.2473 0.0202 0.0815 0.11
H -4.815442 -3.475495 -1.446153 0.2997 0.0348 0.4414 0.09
Cl 0.012130 0.857237 -4.769798 -0.3722 0.0415 -1.4616 0.10
Cl 2.425918 -6.348450 5.667286 0.2331 2.7432 3.0246 -0.08
```
Positions in Å, forces in eV/Å.

Formula: CH8N2S
Source: the Open Molecules 2025 dataset
Level of theory: the ωB97M-V functional and the def2-TZVPD basis

Computed properties:
Orbital gap = 9.525 eV
Structure (SMILES) = NCN.S
Energy relative to the best compared isomer or geometry (same formula, charge and spin) = 0.792 eV

```
12
Properties=species:S:1:pos:R:3:forces:R:3:lowdin_charge:R:1
S -2.718901 -1.324467 0.218750 -0.5565 0.3645 0.3042 0.45
H -2.696716 -2.480129 -0.471711 -0.5081 0.1717 0.1457 -0.23
H -4.081602 -1.181905 0.430193 1.0668 -0.5284 -0.4428 -0.19
N 0.965647 -0.615066 0.272529 0.0457 -0.9491 0.0858 -0.02
C 0.527028 0.682981 -0.178818 -0.2605 1.2418 1.3687 -0.38
N 1.743573 1.549869 -0.334708 -0.6453 -0.3769 -0.3465 -0.02
H 1.969105 -0.723113 0.319568 0.0503 0.4411 0.0350 0.05
H 0.678545 -1.433631 -0.245570 -0.4992 0.3690 -0.2583 0.05
H -0.101682 1.174714 0.595283 0.3245 -0.4599 0.2700 0.09
H -0.242856 0.669273 -0.967350 1.1512 -0.2297 -0.7456 0.09
H 2.410830 1.197950 0.346681 0.0133 -0.0145 -0.1375 0.05
H 1.547030 2.483520 0.015149 -0.1822 -0.0294 -0.2787 0.05
```
Positions in Å, forces in eV/Å.

Formula: C4H6N8
Source: the Open Molecules 2025 dataset
Level of theory: the ωB97M-V functional and the def2-TZVPD basis

Computed properties:
Orbital gap = 8.211 eV
Structure (SMILES) = Nc1nc(N)n2c(N)nnc2n1
Energy relative to the best compared isomer or geometry (same formula, charge and spin) = 0.000 eV

```
18
Properties=species:S:1:pos:R:3:forces:R:3:lowdin_charge:R:1
N -1.362192 0.478430 -0.309256 1.3785 -0.3626 -1.0491 0.18
N 0.271583 -0.432089 -1.826856 -1.2794 0.6731 -0.4385 0.07
N 1.629394 -0.551827 -1.776885 0.0240 -0.2440 0.5069 0.07
N -0.403883 1.257563 1.750252 -2.6176 0.1160 -0.3526 0.19
C -1.412641 0.990584 0.875681 -0.4868 -1.2834 -0.5406 -0.50
C -0.103668 0.126395 -0.715343 -2.9280 -0.4613 -1.9422 -0.40
C 1.998879 -0.138343 -0.610309 0.8163 -1.0347 -1.8418 -0.46
C 0.726118 0.944949 1.301518 1.7199 0.5188 0.0347 -0.39
N -2.648007 1.175923 1.314212 -2.0052 0.2514 1.2930 0.14
N 3.261042 -0.285003 -0.179007 1.5853 0.6687 1.8221 0.13
N 1.725641 1.378340 2.090426 1.2048 -0.5061 0.3940 0.17
N 0.938875 0.325429 0.102511 1.3868 0.6472 1.8717 0.16
H -2.722507 1.116916 2.327092 -0.4147 0.1400 -0.4640 0.11
H -3.295191 0.642516 0.726932 0.0355 0.5198 0.7292 0.12
H 3.292018 -0.404768 0.829408 0.6590 -0.2637 -0.4025 0.09
H 3.880358 -0.852580 -0.757838 -0.5874 0.2294 0.4392 0.11
H 1.278281 1.952994 2.795400 0.5793 0.0657 0.0426 0.12
H 2.471087 1.799756 1.587247 0.9296 0.3257 -0.1019 0.10
```
Positions in Å, forces in eV/Å.

Formula: CHCl2NO2
Source: the Open Molecules 2025 dataset
Level of theory: the ωB97M-V functional and the def2-TZVPD basis

Computed properties:
Orbital gap (spin up / spin down) = 6.533 / 8.601 eV
Energy relative to the best compared isomer or geometry (same formula, charge and spin) = 4.949 eV

```
7
Properties=species:S:1:pos:R:3:forces:R:3:lowdin_charge:R:1
C 0.294386 -0.280766 -0.507599 -3.3315 2.4461 -1.6158 -0.53
N 0.383134 0.678501 0.514495 -0.2303 0.7637 -0.9252 -0.52
O 1.034708 0.340159 1.446446 1.1710 -0.4779 2.3027 0.12
O -0.119410 1.747174 0.288225 -0.3458 1.0510 0.6865 0.04
Cl -0.242783 0.338012 -1.938970 0.2238 -0.6670 -0.5497 0.85
Cl -1.939394 -1.609110 0.543856 0.9219 0.5871 -0.4029 0.02
H 0.589360 -1.213972 -0.346452 1.5910 -3.7029 0.5045 0.02
```
Positions in Å, forces in eV/Å.

Formula: C6H38O13
Source: the Open Molecules 2025 dataset
Level of theory: the ωB97M-V functional and the def2-TZVPD basis

Computed properties:
Orbital gap = 9.078 eV
Energy relative to the best compared isomer or geometry (same formula, charge and spin) = 4.651 eV

```
57
Properties=species:S:1:pos:R:3:forces:R:3:lowdin_charge:R:1
C -4.099447 1.221004 1.365971 2.1189 3.9407 0.5434 -0.09
C -2.775166 0.548870 0.958719 -0.0518 0.6549 2.9725 -0.27
C -1.602116 1.497869 1.238644 0.1552 0.9103 0.8324 -0.18
C -0.933687 1.325461 2.558246 0.6635 -1.4921 1.2571 -0.33
C 0.084859 2.022165 3.084628 0.4757 0.3297 0.2560 0.00
C -1.310949 0.072134 3.360344 -1.3793 2.8178 0.8191 -0.06
H -4.345819 2.250103 0.702827 0.9513 -2.5972 1.9093 0.14
H -3.863267 1.525183 2.506383 -1.3032 -0.4837 -2.4984 0.13
H -4.943586 0.629112 1.224474 -1.3929 -1.1985 0.2407 0.02
H -2.715695 -0.419001 1.474344 0.0574 0.4808 -0.0327 0.10
H -2.723895 0.254787 0.011277 -0.3757 -0.8363 -4.5197 0.05
H -0.716533 1.576262 0.588929 -1.4877 -0.2233 -0.0506 0.08
H -2.078656 2.451569 1.213756 -0.1031 1.1557 -0.0039 0.10
H 0.576292 1.608556 4.005255 -0.5669 0.6728 -0.8492 0.08
H 0.472344 3.001263 2.726783 -0.3624 -0.8395 0.0252 0.07
H -1.900550 0.464452 4.220148 0.6776 -0.3876 -0.0318 0.11
H -1.994869 -0.592186 2.933571 -0.4127 -1.0065 -0.8014 0.02
H -0.459099 -0.432278 3.665720 1.4728 -0.9874 0.8741 0.04
H 2.244133 0.176637 -0.087798 0.7845 0.0861 -0.1034 0.03
H 3.497566 -0.589449 0.136764 2.0103 0.6694 1.0168 0.03
O 2.733642 -0.611482 -0.388014 -0.2143 -0.3229 0.2567 -0.07
H -1.167001 -3.998716 3.009796 0.1218 0.9129 -0.0538 0.05
H -0.118078 -2.881376 2.662520 -1.7752 -0.2609 0.5198 0.05
O -1.075571 -3.023623 2.944987 1.7501 -0.6695 -0.5455 -0.09
H 1.868144 2.408218 -1.445871 -0.5422 -0.0764 2.0018 0.06
H 1.426467 2.206680 0.126706 -0.0603 0.4265 -0.9965 0.04
O 2.161009 2.187081 -0.509230 1.0186 -0.0920 -0.0707 -0.09
H 1.026973 -4.965235 0.392319 -1.8397 -0.5382 1.5196 0.01
H 1.819893 -3.594368 0.210517 -0.4320 0.4958 0.9575 0.01
O 1.674257 -4.490800 -0.053662 2.5793 0.1096 -2.2021 -0.01
H 2.600713 -0.683496 -2.034083 -1.1216 -0.1329 -0.1934 0.08
H 1.423324 -1.579024 -2.230515 -1.3417 -4.5472 0.2066 -0.02
O 1.662692 -0.728773 -2.336266 1.6246 4.4191 -2.0942 -0.04
H 0.110184 -3.146849 -1.668150 0.8412 3.1090 1.7279 -0.04
H 0.688038 -4.342074 -2.296209 1.9986 -1.0624 -0.3158 0.02
O -0.103197 -3.930830 -2.059001 -3.2699 -2.1100 -1.6520 0.01
H 3.476609 1.779132 1.153696 -0.3873 -0.2586 0.2087 0.05
H 2.455858 0.920981 1.966028 -0.7732 0.3474 0.1151 0.00
O 3.379366 1.032063 1.769600 1.1726 0.0642 -0.0649 -0.05
H 2.324941 -1.191740 2.729745 0.6153 0.6140 0.8601 0.02
H 2.924898 -1.523258 1.293686 -1.3376 -0.1401 1.5782 0.04
O 2.197888 -1.694491 1.945673 0.1111 -1.1185 -1.4687 -0.05
H 0.691757 2.336158 -3.120739 -0.3170 -0.8896 -0.3863 0.04
H -0.000077 1.695427 -1.788863 0.1719 -0.6389 -0.3613 0.03
O 0.328763 2.483298 -2.240695 -0.1222 1.6215 -0.0757 -0.07
H -1.146398 2.976613 -3.226816 0.2090 0.0588 0.2057 -0.04
H -2.519130 3.507828 -2.704523 1.8046 -0.7051 -3.1169 0.10
O -1.983966 3.284103 -3.591073 -2.3538 0.8028 2.8835 -0.13
H -1.515642 -1.157196 -4.224529 -1.0746 0.4536 -0.3030 0.02
H -1.107750 -2.655189 -3.910241 0.5771 2.0217 -0.1128 0.07
O -0.783304 -1.702104 -3.996303 0.5545 -2.3803 0.5134 -0.07
H -0.792890 -0.108674 -0.423229 2.6150 0.6916 -0.4200 0.13
H 0.839685 0.022936 -0.792045 0.6043 -1.9344 -1.4171 -0.02
O 0.056779 0.443816 -0.516467 -3.4112 0.1422 0.7648 -0.09
H 1.783209 0.827729 -3.612064 1.8548 -1.0038 2.8923 -0.05
H 0.881064 0.221426 -4.549236 0.5464 1.5043 0.0035 0.08
O 1.365003 1.083301 -4.376411 -2.3283 -0.5796 -3.2203 -0.04
```
Positions in Å, forces in eV/Å.

Formula: C6H7N
Source: the Open Molecules 2025 dataset
Level of theory: the ωB97M-V functional and the def2-TZVPD basis

Computed properties:
Orbital gap = 10.774 eV
Structure (SMILES) = C#C[C@H]1CCC=N1
Energy relative to the best compared isomer or geometry (same formula, charge and spin) = 3.948 eV

```
14
Properties=species:S:1:pos:R:3:forces:R:3:lowdin_charge:R:1
C -3.328141 0.138241 0.100243 -0.1282 -0.1413 0.3410 0.05
C -2.273969 -0.362688 -0.148548 4.3331 -0.3930 -1.0619 -0.03
C 1.007514 -1.412557 0.412824 3.1754 -1.1983 0.5049 -0.17
C 1.420390 0.020863 0.377804 1.2129 -0.0699 -0.7039 -0.19
C 0.309183 0.652651 -0.428444 -1.2753 -1.7181 -0.5053 -0.10
C -0.705910 -0.651697 -0.724560 -2.3477 4.2808 3.6358 -0.25
N -0.075390 -1.720377 -0.119818 -0.2610 -2.8213 0.1047 0.04
H -4.228396 0.513139 0.478586 -0.7247 0.2583 0.0640 0.00
H 1.832052 -2.169613 0.783237 -2.2155 1.0861 -0.4228 0.15
H 1.475811 0.358850 1.389394 0.2816 0.4586 0.7507 0.10
H 2.474799 0.119025 -0.110136 -1.8226 -0.0866 0.9008 0.14
H -0.306429 1.395225 0.042107 0.1886 0.5489 0.2191 0.09
H 0.809419 0.991108 -1.309621 -0.5293 0.5282 -0.9395 0.09
H -1.000586 -0.749245 -1.695726 0.1126 -0.7323 -2.8876 0.08
```
Positions in Å, forces in eV/Å.

no.,DFT total energy (eV)
1,-90111.29073
2,-14981.24099
3,-16166.02653
4,-31676.93160
5,-33451.87316
6,-7821.69891